# 1
Entry from the Open Molecules 2025 dataset: C3H6N4O in the gas phase (the ωB97M-V functional and the def2-TZVPD basis).

The calculation puts the energy above the lowest of the compared OMol25 structures with the same formula, charge and spin at 271.0 kJ/mol. As for the SMILES: N#C/N=C(/N)NCO. The calculation puts the highest occupied orbital energy at -9.088 eV. The total energy comes out at -11213.967 eV. The gap between HOMO and LUMO is 8.995 eV.

```
! RIJCOSX wB97M-V def2-TZVPD def2/J DEFGRID3
* xyz 0 1
C 0.30284 0.77570 0.11434
C -1.87608 -0.54661 0.49722
C 2.16825 -0.50748 -0.12971
H 0.58328 2.58125 -0.72200
H -1.10831 2.26918 0.15387
H 0.03550 -1.11635 0.01635
H -2.14190 0.44685 0.78406
H -2.05330 -0.97320 1.61668
H -2.83326 -0.06841 -1.13030
N -0.06063 2.03650 0.09354
N -0.48726 -0.32110 0.28860
N 1.58756 0.71285 -0.25186
N 2.56650 -1.59720 0.03418
O -2.66190 -0.91080 -0.59512
*
```

Here are the Mulliken charges for atoms 1 to 4, given in e: atom 1 (C): 0.667, atom 2 (C): -0.526, atom 3 (C): 0.475, atom 4 (H): 0.343



# 2
Entry from the Open Molecules 2025 dataset: 2 unconnected molecules or ions with the total composition C6H10NO3S (the ωB97M-V functional and the def2-TZVPD basis).

The calculation puts the energy above the lowest of the compared OMol25 structures with the same formula, charge and spin at 322.4 kJ/mol. The calculation puts the highest occupied orbital energy at -3.611 eV. The total energy comes out at -24848.937 eV. The gap between HOMO and LUMO is 7.057 eV.

```
! RIJCOSX wB97M-V def2-TZVPD def2/J DEFGRID3
* xyz -1 1
C -0.20622 4.06218 0.61873
C -0.53893 3.27590 -0.17722
C 1.25353 -0.41070 -0.03185
C -1.25803 -2.09373 1.16742
C -1.18925 -0.57481 0.87253
C -0.09400 -0.47944 -0.16072
N 2.26181 -0.49369 -0.98526
O -1.31125 1.04678 -2.12663
O 1.87798 -0.60771 1.23606
O 0.42940 -0.61526 -2.77814
S -0.78560 -0.32383 -1.92718
H 0.13255 4.58141 1.44391
H 2.77344 -0.97784 1.14074
H -0.91965 2.64332 -0.99513
H -0.91931 -2.78820 0.43047
H -0.55856 -2.29908 2.05049
H -2.39738 -2.35005 1.40040
H -2.15174 -0.19960 0.20260
H -0.99852 0.20646 1.58016
H 1.67920 -0.36154 -1.94604
H 2.92053 -1.24060 -1.01532
*
```

Here are the Mulliken charges for atoms 1 to 4, given in e: atom 1 (C): -0.134, atom 2 (C): -0.940, atom 3 (C): 0.335, atom 4 (C): -1.054